# 1
8
Properties=species:S:1:pos:R:3:forces:R:3 method="wB97M-V/def2-TZVPD" e_homo_ev=-10.07 fmax_ev_per_a=0.54 homo_lumo_gap_ev=11.0 charge=0 spin_multiplicity=1 e_above_lowest_kcal_mol=2.95 total_energy_ev=-3077.5942
N 1.716551 -0.709274 -0.414602 -0.01 -0.45 0.19
H 1.272831 -0.783264 0.506408 0.25 -0.02 -0.45
H 2.677781 -1.049564 -0.310452 -0.49 0.15 -0.04
H 1.232391 -1.368443 -1.032422 0.25 0.31 0.32
N -1.670128 1.189246 0.126538 -0.13 -0.38 0.36
H -1.824178 0.293136 -0.346622 0.08 0.44 0.24
H -2.507878 1.378745 0.685898 0.41 -0.13 -0.26
H -0.897368 1.049415 0.785258 -0.36 0.09 -0.36

---

# 2
5
Properties=species:S:1:pos:R:3:forces:R:3 method="wB97M-V/def2-TZVPD" e_homo_ev=-11.20 fmax_ev_per_a=2.93 homo_lumo_gap_ev=9.0 charge=0 spin_multiplicity=1 e_above_lowest_kcal_mol=0.00 total_energy_ev=-30279.5607
N 1.059530 -0.195238 -0.123056 0.40 0.61 -2.25
F -0.616531 -1.065986 1.496744 0.67 1.02 -2.08
F -0.995241 1.134030 0.649184 0.25 -1.23 -0.39
S -0.456301 -0.316685 0.018262 -1.30 0.64 1.99
Cl 1.008543 0.443879 -2.041134 -0.02 -1.05 2.74

---

# 3
10
Properties=species:S:1:pos:R:3:forces:R:3 method="wB97M-V/def2-TZVPD" e_homo_ev=-9.84 fmax_ev_per_a=7.95 homo_lumo_gap_ev=8.9 charge=0 spin_multiplicity=1 e_above_lowest_kcal_mol=92.63 total_energy_ev=-8199.8688
C 2.042371 -0.353476 -0.004972 3.56 1.55 0.52
C -0.956319 0.802789 0.060378 0.71 2.79 -1.56
C -1.715713 -0.375770 -0.054903 -7.14 -2.69 2.24
H 2.294210 0.698502 0.127132 0.94 -0.14 -0.34
H 2.785081 -1.096942 -0.057891 0.65 -1.13 0.28
H -1.420914 1.803092 0.071563 -0.01 -0.62 0.02
H -1.153226 -1.295940 0.148016 -0.41 -0.01 -0.78
N 0.846032 -0.567709 -0.064649 -3.18 0.62 -1.37
N 0.298176 0.789136 -0.165780 -0.82 -0.86 1.50
O -3.019694 -0.403679 -0.058890 5.68 0.49 -0.51

---

# 4
87
Properties=species:S:1:pos:R:3:forces:R:3 method="wB97M-V/def2-TZVPD" e_homo_ev="-8.21 / -8.20" fmax_ev_per_a=3.66 homo_lumo_gap_ev="5.6 / 4.5" charge=0 spin_multiplicity=3 e_above_lowest_kcal_mol=86.98 total_energy_ev=-118490.7903
Ni 0.567308 4.100437 0.534515 1.31 -0.14 2.35
C 3.263644 0.103182 1.859340 1.36 -1.75 -0.43
C 2.702123 0.268683 0.663478 0.24 0.93 0.07
C 1.443143 -0.353692 0.136623 -0.47 0.02 -0.21
C 0.103018 0.316854 0.503185 0.04 -0.56 -0.43
C -0.188178 0.590861 1.942302 -0.02 0.60 0.48
C 0.389779 0.089205 3.036463 -0.28 0.87 -0.04
C 1.305137 -1.079959 3.108544 0.61 -0.35 0.41
C 2.818077 -0.782044 2.997059 -0.30 0.20 0.39
C 0.664275 4.094012 2.676336 -0.25 0.80 0.33
H 4.345299 0.337741 1.951386 -0.98 0.78 0.07
H 3.204421 0.993297 -0.010151 -0.22 -0.68 0.34
H 1.344495 -1.409038 0.399996 0.37 0.09 0.07
H 1.522863 -0.317539 -0.962685 -0.08 -0.10 0.30
H 0.068415 1.267123 -0.047273 -0.15 0.21 0.05
H -0.712858 -0.291744 0.071887 0.15 0.19 -0.04
H -0.943172 1.379632 2.058698 0.33 -0.14 0.24
H 0.213844 0.592628 4.006222 -0.27 -0.37 -0.61
H 1.030517 -1.841581 2.373691 -0.07 0.06 0.25
H 1.164494 -1.485064 4.123092 -0.03 -0.32 -0.44
H 3.143070 -0.259635 3.906281 -0.16 -0.03 0.02
H 3.346892 -1.757666 3.061746 -0.06 0.54 -0.42
H 1.647148 3.755545 3.076843 -0.73 0.02 -1.04
H -0.172985 3.467629 3.033988 0.29 0.33 -0.44
H 0.543540 5.185606 2.921518 -0.07 -0.99 -0.53
P -3.928691 -1.264142 -1.907086 -3.16 -1.77 0.08
P -1.163369 -1.738328 -3.641849 0.98 -3.20 -1.48
N -4.652258 -2.092539 -0.514146 0.40 -0.21 0.67
N -5.522222 -0.863704 -2.652359 0.48 0.74 -0.86
N -0.352899 -3.174412 -2.919871 -0.33 0.35 0.92
N -0.443557 -1.962624 -5.257334 -0.20 0.68 -0.79
C -3.696316 -2.831346 -2.898997 0.45 0.01 -0.40
C -2.734532 -2.643411 -4.090158 -0.24 0.37 0.18
C -4.178863 -1.952241 0.800803 -0.97 -0.80 -0.15
C -4.928388 -2.779601 1.631954 0.21 0.41 -0.99
C -5.894625 -3.460996 0.811151 1.02 0.87 -1.00
C -5.678314 -3.047753 -0.500840 0.35 0.07 1.33
C -5.837576 0.455955 -3.010020 -0.97 -0.79 -0.31
C -7.063458 0.463821 -3.671303 0.76 -0.38 0.55
C -7.519331 -0.897771 -3.750128 1.33 0.05 0.62
C -6.539021 -1.685881 -3.156253 -0.47 0.85 -0.36
C 0.403736 -3.059095 -1.749359 -0.06 -1.08 -0.30
C 0.778509 -4.327161 -1.317005 -0.40 0.86 -0.60
C 0.221146 -5.268116 -2.241556 -0.44 1.08 -0.41
C -0.491331 -4.538162 -3.186547 0.43 -0.23 0.66
C -0.131442 -3.126553 -5.977374 0.11 0.69 -0.58
C 0.179663 -2.783104 -7.286717 -0.44 0.44 1.13
C 0.006803 -1.361265 -7.402043 -0.24 -0.09 0.55
C -0.398632 -0.888924 -6.166526 0.35 -0.87 -0.06
H -4.652698 -3.175788 -3.328953 0.46 0.13 0.54
H -3.326321 -3.605337 -2.200382 -0.01 0.35 -0.33
H -2.518527 -3.640054 -4.517396 0.04 0.73 0.00
H -3.182274 -2.013459 -4.890192 0.07 -0.38 0.42
H -3.334602 -1.305111 0.997181 -0.18 -0.02 0.09
H -4.799360 -2.909852 2.695910 0.03 0.13 -0.08
H -6.642082 -4.169715 1.128167 0.05 -0.01 0.00
H -6.156153 -3.394895 -1.399313 0.04 0.17 0.22
H -5.141399 1.249913 -2.774431 -0.21 -0.05 0.02
H -7.581230 1.333469 -4.057045 0.16 -0.12 0.11
H -8.446601 -1.257863 -4.177966 0.22 0.06 0.02
H -6.504212 -2.767574 -3.112682 -0.08 0.46 0.07
H 0.588589 -2.080167 -1.343599 0.06 -0.14 -0.04
H 1.378331 -4.551009 -0.444362 -0.08 0.07 -0.15
H 0.336398 -6.344072 -2.218184 -0.11 0.18 -0.03
H -1.085832 -4.899384 -4.014322 0.19 0.03 0.26
H -0.156589 -4.106570 -5.525368 0.20 0.34 -0.07
H 0.486633 -3.470199 -8.066697 -0.06 0.14 0.20
H 0.161979 -0.769312 -8.299596 -0.08 -0.11 0.31
H -0.682206 0.102819 -5.831260 0.22 -0.15 -0.12
C 6.705945 5.558217 7.282241 0.11 0.08 0.29
C 6.078198 5.221105 5.959998 -0.18 -0.07 -0.35
C 5.645005 6.260420 5.128817 -0.02 -0.16 0.02
C 5.026921 5.995445 3.914844 0.15 -0.31 0.34
C 4.818586 4.670346 3.517267 0.47 0.13 -0.13
C 5.288642 3.615578 4.307012 -0.18 0.60 -0.17
C 5.908905 3.898843 5.527822 -0.04 0.25 -0.02
S 4.099441 4.428749 1.873388 2.06 0.96 1.44
O 3.264067 5.636489 1.791555 -0.89 -0.66 -1.01
O 5.240796 4.402901 0.966716 -1.01 -0.12 0.04
O 3.378865 3.169760 2.012060 -0.72 -0.30 -0.77
H 7.615780 6.159994 7.157228 -0.11 -0.21 -0.03
H 6.030529 6.163970 7.900533 0.04 -0.17 -0.13
H 6.956231 4.657216 7.848352 0.03 0.11 -0.06
H 5.795732 7.294619 5.445332 -0.03 -0.24 -0.07
H 4.716216 6.811709 3.276238 -0.08 -0.12 0.00
H 5.163426 2.600998 3.941098 0.01 0.06 0.16
H 6.275534 3.090683 6.160466 -0.11 0.10 -0.15